[1]
Here is a cluster of 3 separate species, C32H64ClF3O11P4Si in total at a distorted geometry from the OMol25 dataset. Energies are from wB97M-V/def2-TZVPD.

Calculated values
**LUMO**: 0.3 eV
**Molecular weight**: 869.28 g/mol
**HOMO-LUMO gap**: 1.120 eV
**DFT total energy**: -4499.52044 Ha

Geometry as ORCA input:
```
! wB97M-V def2-TZVPD RIJCOSX def2/J DEFGRID3
* xyz -2 1
C 8.520 1.446 0.178
C 8.224 -0.159 0.168
C 6.643 -0.415 0.078
C 6.211 -1.971 0.174
C 5.065 -2.233 1.309
C 4.208 -3.539 0.844
C 3.389 -4.239 2.022
C 1.807 -4.419 1.806
C 1.313 -4.680 0.313
C 0.869 -3.412 -0.567
P -0.917 -2.748 -0.341
F -1.122 -3.882 0.929
C -0.526 -1.467 -1.684
C -1.539 -0.823 -2.657
C -1.072 0.750 -2.865
Cl -1.488 -1.403 -4.443
C -1.436 -4.155 -1.587
O -1.393 -4.108 -2.851
O -1.848 -5.384 -1.012
P -0.361 -1.254 1.221
C 1.466 -0.894 1.362
O -0.784 -2.030 2.743
C -2.816 -2.352 -0.200
F -3.359 -3.407 0.694
F -3.600 -2.722 -1.377
C -3.310 -1.093 0.596
C -3.103 0.384 0.031
Si -3.417 1.756 1.376
C -4.382 3.220 0.536
C -4.474 1.087 2.836
C -1.643 2.319 1.943
C -0.735 2.833 0.756
C 0.731 3.287 0.975
C 1.274 3.201 2.443
C 0.366 2.703 3.628
C -1.122 2.246 3.399
H 9.612 1.691 0.421
H 8.252 1.945 -0.818
H 7.891 1.924 1.020
H 8.813 -0.560 -0.741
H 8.616 -0.619 1.156
H 6.181 0.098 1.010
H 6.207 0.114 -0.851
H 5.832 -2.279 -0.877
H 7.157 -2.593 0.354
H 4.437 -1.281 1.336
H 5.636 -2.410 2.283
H 3.616 -3.272 -0.093
H 5.015 -4.300 0.500
H 3.828 -5.266 2.333
H 3.518 -3.573 2.966
H 1.530 -5.385 2.393
H 1.280 -3.584 2.374
H 0.584 -5.577 0.236
H 2.253 -5.089 -0.247
H 0.868 -3.905 -1.629
H 1.679 -2.614 -0.719
H 0.335 -1.907 -2.329
H 0.025 -0.604 -1.120
H -2.640 -0.720 -2.428
H 0.057 0.878 -2.682
H -1.686 1.464 -2.205
H -1.251 1.102 -3.946
H 1.989 -0.704 0.344
H 2.125 -1.639 1.920
H 1.580 0.114 1.928
H -0.065 -1.831 3.394
H -3.126 -1.101 1.740
H -4.476 -1.206 0.577
H -2.013 0.510 -0.276
H -3.764 0.605 -0.896
H -4.455 4.140 1.211
H -3.851 3.520 -0.441
H -5.455 2.913 0.235
H -5.497 0.669 2.506
H -4.718 1.929 3.594
H -3.903 0.232 3.371
H -1.141 2.883 -0.324
H 1.340 3.613 0.073
H 2.368 3.501 2.607
H 0.819 2.640 4.687
H -1.804 1.846 4.217
C -4.837 -4.411 -4.340
O -6.140 -3.851 -4.169
P -7.410 -5.008 -4.289
O -7.711 -4.586 -5.726
O -8.310 -4.119 -3.233
C -7.694 -3.614 -2.053
O -8.609 -6.242 -4.308
C -9.903 -5.908 -4.776
H -4.099 -3.611 -4.276
H -4.639 -5.133 -3.544
H -4.756 -4.902 -5.314
H -7.361 -2.591 -2.231
H -6.844 -4.227 -1.745
H -8.429 -3.603 -1.246
H -9.913 -5.878 -5.867
H -10.248 -4.955 -4.371
H -10.591 -6.689 -4.445
C 5.887 9.139 0.729
O 4.684 8.433 0.462
P 3.741 8.119 1.883
O 4.260 6.681 1.942
O 2.365 8.189 0.972
C 2.207 9.249 0.043
O 2.807 7.928 3.320
C 1.968 6.789 3.427
H 6.432 9.270 -0.207
H 5.654 10.125 1.142
H 6.509 8.581 1.434
H 2.533 8.916 -0.942
H 2.774 10.135 0.339
H 1.148 9.514 -0.015
H 2.558 5.910 3.693
H 1.413 6.603 2.506
H 1.248 6.975 4.228
*
```

***

[2]
Here is an isolated molecule of C5H6O at a distorted geometry from the OMol25 dataset. Energies are from wB97M-V/def2-TZVPD.

Calculated values
**LUMO**: 0.9 eV
**Molecular weight**: 82.10 g/mol
**SMILES**: O=C=C1CCC1
**Energy relative to the best compared isomer or geometry (same formula, charge and spin)**: 2.153 eV
**HOMO-LUMO gap**: 9.356 eV
**DFT total energy**: -269.26714 Ha

Geometry as ORCA input:
```
! wB97M-V def2-TZVPD RIJCOSX def2/J DEFGRID3
* xyz 0 1
O -3.362 0.016 0.076
C -2.179 -0.018 0.130
C -0.848 -0.028 0.085
C 0.199 -1.117 -0.021
C 1.211 0.050 0.060
C 0.180 1.110 -0.030
H 0.251 -1.858 0.664
H 0.165 -1.523 -1.040
H 1.801 0.077 0.972
H 1.954 0.072 -0.667
H 0.293 1.454 -1.008
H 0.335 1.765 0.779
*
```

***

[3]
Here is a structure of composition C5H7ClNO3Tm at a distorted geometry from the OMol25 dataset. Energies are from wB97M-V/def2-TZVPD.

Calculated values
**LUMO (spin up / spin down)**: -8.6 / -11.7 eV
**<S²>**: 2.007
**Molecular weight**: 333.50 g/mol
**HOMO-LUMO gap (spin up / spin down)**: 8.515 / 4.699 eV
**DFT total energy**: -2019.77207 Ha

Geometry as ORCA input:
```
! wB97M-V def2-TZVPD RIJCOSX def2/J DEFGRID3
* xyz 2 3
O -1.594 0.174 1.332
C -0.906 1.158 1.124
O -0.436 1.947 2.000
C -0.686 1.373 -0.430
Cl 0.490 2.849 -0.726
N -0.402 0.197 -1.097
C 0.881 -0.410 -0.959
C 0.761 -1.215 0.326
C -0.328 -2.369 0.350
O 1.060 -2.526 0.241
H -1.633 1.723 -0.812
H -0.740 0.204 -2.048
H 1.755 0.230 -0.902
H 1.032 -1.174 -1.706
H 0.897 -0.707 1.257
H -0.706 -2.243 1.355
H -0.882 -2.645 -0.527
Tm 1.439 3.435 1.224
*
```

***

[4]
Here is a structure of composition C37H61CrF6GeN2O5 from the OMol25 dataset. Energies are from wB97M-V/def2-TZVPD.

Calculated values
**LUMO (spin up / spin down)**: 0.2 / -2.3 eV
**<S²>**: 8.776
**Molecular weight**: 852.50 g/mol
**Energy relative to the best compared isomer or geometry (same formula, charge and spin)**: 0.000 eV
**HOMO-LUMO gap (spin up / spin down)**: 8.001 / 5.712 eV
**DFT total energy**: -5652.88630 Ha

Geometry as ORCA input:
```
! wB97M-V def2-TZVPD RIJCOSX def2/J DEFGRID3
* xyz 0 6
Cr 0.745 -0.827 -0.014
C 1.725 2.756 -0.620
C 2.344 2.090 0.598
C 2.342 3.061 1.782
C 3.803 1.706 0.335
O 1.515 0.947 0.929
Ge 2.257 -0.105 2.376
O 2.720 -1.254 0.925
C 3.512 -2.435 1.095
C 4.821 -2.062 1.785
C 3.808 -2.984 -0.295
C 2.745 -3.459 1.923
O 0.568 -0.927 2.460
C -0.092 -1.255 3.691
C -1.327 -0.359 3.855
C 0.821 -1.048 4.901
C -0.526 -2.716 3.638
H 2.289 3.651 -0.892
H 0.691 3.030 -0.414
H 1.727 2.072 -1.466
H 2.741 4.027 1.466
H 2.962 2.693 2.601
H 1.337 3.212 2.158
H 4.366 2.616 0.116
H 3.924 1.014 -0.493
H 4.256 1.248 1.216
H 5.329 -1.274 1.226
H 5.483 -2.929 1.832
H 4.651 -1.711 2.805
H 4.379 -2.252 -0.869
H 2.876 -3.195 -0.811
H 4.392 -3.904 -0.232
H 2.622 -3.111 2.951
H 1.761 -3.616 1.485
H 3.276 -4.413 1.949
H -1.089 0.655 3.537
H -1.646 -0.314 4.898
H -2.171 -0.733 3.274
H 1.105 0.000 5.021
H 1.734 -1.640 4.819
H 0.296 -1.362 5.805
H -1.266 -2.860 2.854
H -0.973 -3.012 4.590
H 0.326 -3.364 3.439
C -1.117 3.318 3.381
C -1.321 3.312 1.855
C -0.978 4.686 1.256
C -2.731 3.000 1.390
C -3.827 3.298 2.184
C -5.113 3.210 1.677
C -5.296 2.923 0.342
C -4.232 2.630 -0.514
C -4.618 2.622 -2.000
C -5.236 1.313 -2.503
C -3.598 3.208 -2.978
C -2.947 2.565 0.064
N -1.785 2.105 -0.624
C -1.954 1.074 -1.346
C -0.993 0.458 -2.258
C -1.452 0.140 -3.589
C -0.360 -0.307 -4.254
C 0.726 -0.319 -3.290
N 0.304 0.115 -2.082
C 2.134 -0.710 -3.616
C 3.089 -0.202 -2.545
C 2.518 -0.103 -4.972
C 2.207 -2.244 -3.703
H -0.970 4.332 3.757
H -0.233 2.740 3.655
H -1.954 2.887 3.928
H -0.639 2.582 1.416
H -1.085 4.673 0.170
H 0.043 4.980 1.495
H -1.653 5.445 1.658
H -3.677 3.627 3.203
H -5.966 3.434 2.305
H -6.295 2.970 -0.079
H -5.444 3.339 -2.018
H -4.515 0.504 -2.630
H -5.704 1.479 -3.475
H -6.006 0.959 -1.816
H -2.730 2.582 -3.156
H -3.235 4.174 -2.623
H -4.084 3.364 -3.943
H -2.943 0.611 -1.438
H -2.457 0.278 -3.954
H -0.281 -0.620 -5.281
H 3.060 0.885 -2.490
H 4.110 -0.510 -2.780
H 2.839 -0.609 -1.565
H 2.371 0.979 -4.984
H 1.946 -0.540 -5.790
H 3.574 -0.303 -5.164
H 1.931 -2.689 -2.752
H 3.229 -2.536 -3.954
H 1.538 -2.637 -4.470
C -1.134 -4.024 0.406
C -0.411 -3.643 -0.890
O 0.456 -2.596 -0.794
C -1.481 -3.331 -1.961
F -2.344 -4.336 -2.177
F -0.956 -3.006 -3.147
F -2.231 -2.268 -1.567
C 0.381 -4.901 -1.341
F 1.377 -5.151 -0.480
F -0.384 -6.008 -1.377
F 0.935 -4.774 -2.557
H -0.404 -4.401 1.119
H -1.591 -3.134 0.822
H -1.891 -4.789 0.239
O -1.638 -0.878 0.777
H -2.417 -0.771 0.221
H -1.623 -0.120 1.375
*
```

***

[5]
Here is a cluster of 2 separate species, C3H3NO in total at a distorted geometry from the OMol25 dataset. Energies are from wB97M-V/def2-TZVPD.

Calculated values
**LUMO**: 0.7 eV
**Molecular weight**: 69.06 g/mol
**SMILES**: C=C=O.C#N
**Energy relative to the best compared isomer or geometry (same formula, charge and spin)**: 1.288 eV
**HOMO-LUMO gap**: 10.369 eV
**DFT total energy**: -246.04420 Ha

Geometry as ORCA input:
```
! wB97M-V def2-TZVPD RIJCOSX def2/J DEFGRID3
* xyz 0 1
C 1.205 0.094 -0.328
C 0.848 -1.136 -0.056
O 0.489 -2.219 0.202
H 0.864 0.567 -1.241
H 1.761 0.659 0.409
C -1.722 0.651 0.340
N -1.742 1.802 0.265
H -1.704 -0.418 0.410
*
```

***

[6]
Here is a cluster of 2 separate species, C2H3ClO2S in total at a distorted geometry from the OMol25 dataset. Energies are from wB97M-V/def2-TZVPD.

Calculated values
**LUMO**: -0.3 eV
**Molecular weight**: 126.56 g/mol
**Energy relative to the best compared isomer or geometry (same formula, charge and spin)**: 3.017 eV
**HOMO-LUMO gap**: 9.977 eV
**DFT total energy**: -1086.73985 Ha

Geometry as ORCA input:
```
! wB97M-V def2-TZVPD RIJCOSX def2/J DEFGRID3
* xyz 0 1
C 0.613 -0.491 -1.113
C 0.672 -0.502 0.116
O 4.437 1.408 1.042
O 2.741 1.493 -0.689
S 3.227 0.760 0.555
Cl 3.748 -1.293 -0.246
H 0.706 -0.934 -2.073
H 2.009 0.777 -0.830
H 0.674 -0.167 1.139
*
```

***

[7]
Here is a cluster of 2 separate species, C10H16S in total at a distorted geometry from the OMol25 dataset. Energies are from wB97M-V/def2-TZVPD.

Calculated values
**LUMO**: 0.8 eV
**Molecular weight**: 168.31 g/mol
**SMILES**: Cc1ccccc1.CCSC
**Energy relative to the best compared isomer or geometry (same formula, charge and spin)**: 1.010 eV
**HOMO-LUMO gap**: 9.284 eV
**DFT total energy**: -788.78157 Ha

Geometry as ORCA input:
```
! wB97M-V def2-TZVPD RIJCOSX def2/J DEFGRID3
* xyz 0 1
C 1.041 2.814 -0.923
C 1.387 1.480 -1.540
C 1.272 1.332 -2.917
C 1.746 0.171 -3.547
C 2.318 -0.825 -2.830
C 2.451 -0.658 -1.438
C 1.942 0.416 -0.777
H 0.002 3.066 -0.753
H 1.546 3.555 -1.572
H 1.583 2.932 0.018
H 0.888 2.108 -3.576
H 1.578 0.139 -4.617
H 2.645 -1.825 -3.094
H 2.799 -1.463 -0.798
H 1.913 0.580 0.298
C -2.738 -1.758 1.373
C -1.683 -2.372 2.256
S -0.693 -1.168 3.346
C -1.777 0.337 3.222
H -3.588 -1.408 1.942
H -3.019 -2.460 0.583
H -2.352 -0.853 0.899
H -2.024 -3.068 3.017
H -1.036 -3.012 1.625
H -2.837 0.075 3.373
H -1.592 0.935 4.110
H -1.772 0.930 2.319
*
```

***

[8]
Here is a structure of composition C20H28NO2SV at a distorted geometry from the OMol25 dataset. Energies are from wB97M-V/def2-TZVPD.

Calculated values
**LUMO (spin up / spin down)**: 0.0 / 0.2 eV
**<S²>**: 2.048
**Molecular weight**: 397.46 g/mol
**Energy relative to the best compared isomer or geometry (same formula, charge and spin)**: 0.142 eV
**HOMO-LUMO gap (spin up / spin down)**: 7.658 / 7.882 eV
**DFT total energy**: -2326.19513 Ha

Geometry as ORCA input:
```
! wB97M-V def2-TZVPD RIJCOSX def2/J DEFGRID3
* xyz 0 3
O 0.673 2.112 -3.944
C 1.940 2.687 -4.617
C 1.289 2.818 -5.964
H 2.773 1.987 -4.591
H 2.156 3.655 -4.142
C 0.014 2.632 -5.155
H 1.509 1.959 -6.611
H 1.348 3.759 -6.519
C -0.915 1.660 -5.819
H -0.483 0.655 -5.818
H -1.069 1.993 -6.855
H -1.879 1.665 -5.311
C -0.642 3.959 -4.824
H 0.118 4.627 -4.409
H -1.412 3.815 -4.060
H -1.061 4.385 -5.749
V -0.227 1.514 -1.720
C 0.107 2.448 0.298
C 1.413 1.940 0.001
C 1.906 2.614 -1.154
H 1.979 1.255 0.628
C 0.920 3.569 -1.567
C -0.181 3.490 -0.656
H -1.024 4.172 -0.625
H -0.502 2.176 1.151
H 2.906 2.499 -1.572
H 1.062 4.362 -2.297
C -2.089 0.705 -0.817
C -2.391 1.931 -1.490
C -2.167 1.734 -2.891
H -2.771 2.850 -1.048
C -1.736 0.367 -3.072
C -1.788 -0.282 -1.808
H -1.667 -1.351 -1.665
H -2.217 0.519 0.247
H -2.557 2.387 -3.663
H -1.524 -0.130 -4.009
O 2.033 -1.835 -5.235
C 1.581 -0.996 -4.179
C 2.785 -0.446 -3.397
H 1.005 -1.625 -3.476
H 0.899 -0.218 -4.571
C 3.984 -1.270 -3.891
H 2.628 -0.617 -2.338
H 2.882 0.621 -3.557
C 3.347 -2.318 -4.805
H 4.492 -1.733 -3.036
H 4.708 -0.681 -4.476
H 3.197 -3.239 -4.204
H 3.962 -2.545 -5.686
S 0.765 -0.717 -0.878
C 0.264 -1.256 0.621
N 0.009 -1.715 1.669
*
```